[1]
{
  "formula": "C26H31N3O8",
  "method": "ωB97M-V/def2-TZVPD",
  "gap_ev": 8.2,
  "lumo_energy_ev": 0.13,
  "e_homo_ev": -8.11,
  "species": ["C", "O", "C", "C", "N", "C", "O", "C", "H", "C", "C", "N", "C", "O", "N", "C", "C", "C", "C", "C", "C", "H", "O", "C", "H", "H", "H", "O", "C", "H", "H", "H", "H", "C", "O", "C", "C", "O", "C", "C", "C", "C", "C", "C", "H", "H", "H", "O", "C", "H", "H", "H", "H", "H", "H", "H", "H", "H", "H", "H", "H", "H", "H", "H", "H", "H", "H", "H"],
  "positions_angstrom": [[-6.3200, -1.2854, 0.8305], [-6.2456, 0.0555, 1.2669], [-6.8634, 0.9872, 0.4175], [-6.1061, 1.2067, -0.9068], [-4.7001, 1.4037, -0.6585], [-3.7888, 0.4307, -0.8925], [-4.0430, -0.5523, -1.5630], [-2.4490, 0.6935, -0.2396], [-2.1998, 1.7519, -0.3280], [-2.5231, 0.2936, 1.2434], [-1.5510, 1.0872, 2.1148], [-0.1548, 0.8817, 1.7443], [0.4583, -0.2316, 2.2730], [-0.1445, -1.0171, 2.9770], [1.7926, -0.4147, 1.9758], [2.5043, 0.4673, 1.1866], [1.8519, 1.5701, 0.6377], [2.5495, 2.4646, -0.1856], [3.8805, 2.2764, -0.4704], [4.5520, 1.1604, 0.1017], [3.8647, 0.2861, 0.9224], [4.3899, -0.5421, 1.3617], [5.8571, 1.0446, -0.2175], [6.5925, -0.0409, 0.2996], [6.1659, -1.0004, -0.0072], [7.5927, 0.0604, -0.1176], [6.6508, -0.0033, 1.3917], [4.6417, 3.0749, -1.2609], [4.0299, 4.2011, -1.8435], [4.8101, 4.6898, -2.4244], [3.2081, 3.9131, -2.5066], [3.6553, 4.8926, -1.0824], [1.9883, 3.2969, -0.5776], [0.4483, 1.8221, 0.9209], [-0.1756, 2.7786, 0.5012], [2.4189, -1.6095, 2.5038], [3.0703, -2.5033, 1.4520], [4.0720, -3.1277, 1.7189], [2.4424, -2.5250, 0.1146], [1.0780, -2.3538, -0.0647], [0.5309, -2.3245, -1.3485], [1.3664, -2.4884, -2.4512], [2.7255, -2.6847, -2.2643], [3.2685, -2.7060, -0.9972], [4.3257, -2.8583, -0.8453], [3.3621, -2.8222, -3.1255], [0.9666, -2.4757, -3.4527], [-0.8030, -2.1160, -1.4030], [-1.4494, -2.0808, -2.6586], [-1.3973, -3.0526, -3.1579], [-1.0187, -1.3117, -3.3072], [-2.4869, -1.8269, -2.4397], [0.3981, -2.2791, 0.7679], [1.6251, -2.1811, 3.0008], [3.1706, -1.3543, 3.2589], [-1.7411, 2.1584, 2.0200], [-1.6635, 0.7772, 3.1559], [-3.5292, 0.4715, 1.6312], [-2.3153, -0.7718, 1.3461], [-1.6826, 0.1072, -0.7444], [-4.4545, 2.1413, -0.0158], [-6.1894, 0.3305, -1.5533], [-6.5283, 2.0742, -1.4223], [-7.8994, 0.6907, 0.1953], [-6.8781, 1.9198, 0.9898], [-7.3588, -1.5734, 0.6317], [-5.9264, -1.8878, 1.6466], [-5.7185, -1.4593, -0.0663]]
}

***

[2]
{
  "formula": "C26H31N4O9S3Y",
  "method": "ωB97M-V/def2-TZVPD",
  "gap_ev": 8.2,
  "lumo_energy_ev": -0.24,
  "e_homo_ev": -8.43,
  "species": ["Y", "O", "C", "O", "C", "C", "C", "C", "C", "N", "C", "O", "O", "H", "H", "H", "H", "C", "O", "C", "C", "O", "C", "H", "H", "H", "H", "H", "H", "H", "H", "H", "H", "N", "C", "C", "N", "H", "H", "H", "H", "H", "H", "H", "H", "O", "N", "O", "O", "C", "C", "C", "C", "C", "S", "C", "C", "C", "C", "S", "C", "C", "C", "C", "S", "H", "H", "H", "H", "H", "H", "H", "H", "H"],
  "positions_angstrom": [[-0.1850, 0.1151, 0.1730], [-4.3848, -0.3139, -1.4356], [-3.1800, -0.5383, -0.9416], [-2.7093, 0.0813, -0.0081], [-2.4217, -1.6411, -1.5980], [-2.9794, -2.5939, -2.4251], [-2.1539, -3.6327, -2.8489], [-0.8416, -3.6874, -2.4210], [-0.3626, -2.6774, -1.5878], [-1.1480, -1.6814, -1.2064], [1.0533, -2.6848, -1.0067], [1.7739, -3.6276, -1.2977], [1.3017, -1.6989, -0.2398], [-4.7573, 0.4362, -0.9459], [-4.0148, -2.5228, -2.7220], [-2.5500, -4.4027, -3.4978], [-0.1674, -4.4855, -2.6963], [1.0911, 0.2596, -3.5684], [1.5029, 0.0693, -2.2298], [2.6763, 0.7621, -1.8721], [2.3518, 2.1633, -1.4243], [1.6487, 2.1221, -0.1874], [1.1531, 3.4242, 0.1149], [1.8732, -0.0791, -4.2559], [0.8412, 1.3039, -3.7771], [0.1910, -0.3333, -3.7169], [3.3861, 0.7893, -2.7077], [3.1411, 0.1892, -1.0653], [1.7198, 2.6590, -2.1702], [3.2686, 2.7541, -1.2968], [1.9895, 4.1253, 0.2072], [0.6046, 3.3733, 1.0470], [0.4711, 3.7508, -0.6752], [1.7250, -0.1277, 1.8606], [1.2433, -0.8323, 3.0559], [0.4615, -2.0682, 2.6552], [-0.7123, -1.6941, 1.8458], [2.3915, -0.7055, 1.3564], [2.1736, 0.7446, 2.1089], [0.6042, -0.1383, 3.6076], [2.0587, -1.1308, 3.7241], [0.1711, -2.6209, 3.5549], [1.0886, -2.7179, 2.0435], [-1.3948, -1.2207, 2.4329], [-1.1784, -2.5238, 1.4947], [-2.2629, 1.0593, -2.8973], [-1.4339, 1.8889, -2.5652], [-0.7394, 1.5758, -1.5426], [-0.7909, 1.3542, 1.7801], [-1.4675, 2.2215, 2.6147], [-2.8041, 1.6437, 3.0742], [-4.0485, 2.1963, 3.0340], [-5.0511, 1.3695, 3.6162], [-4.5465, 0.2061, 4.1045], [-2.8556, 0.1211, 3.8709], [-1.7282, 3.5494, 1.9064], [-1.4582, 4.8157, 2.3403], [-1.8235, 5.8164, 1.4004], [-2.3719, 5.2837, 0.2736], [-2.4287, 3.5820, 0.3396], [-0.6264, 2.5072, 3.8566], [0.7359, 2.5332, 3.9256], [1.2224, 2.9359, 5.1969], [0.2127, 3.2164, 6.0681], [-1.3160, 2.9721, 5.3537], [-4.2431, 3.1658, 2.6015], [-6.0957, 1.6356, 3.6764], [-5.0745, -0.5953, 4.5928], [-0.9917, 5.0244, 3.2915], [-1.6789, 6.8756, 1.5516], [-2.7166, 5.8031, -0.6047], [1.3630, 2.2796, 3.0862], [2.2685, 3.0095, 5.4542], [0.2957, 3.5303, 7.0950]]
}

***

[3]
{
  "formula": "C26H31N5O3S",
  "method": "ωB97M-V/def2-TZVPD",
  "gap_ev": 7.2,
  "lumo_energy_ev": -0.33,
  "e_homo_ev": -7.57,
  "species": ["C", "C", "C", "O", "C", "C", "C", "C", "C", "C", "H", "H", "N", "C", "O", "C", "C", "C", "O", "N", "C", "N", "N", "C", "C", "C", "C", "C", "C", "C", "N", "C", "H", "H", "H", "C", "H", "H", "H", "C", "C", "H", "H", "H", "H", "H", "H", "C", "H", "H", "H", "S", "H", "H", "H", "H", "H", "H", "H", "H", "H", "H", "H", "H", "H", "H"],
  "positions_angstrom": [[1.2804, 6.1952, 2.7609], [1.9034, 5.9147, 1.2504], [2.7396, 4.5279, 1.2310], [2.0381, 3.4954, 1.6287], [1.3410, 3.0969, 0.6763], [0.3661, 1.9853, 1.2659], [-0.6028, 1.4252, 0.4793], [-0.5031, 1.6571, -0.9966], [0.2729, 2.7066, -1.4021], [1.0672, 3.4111, -0.6036], [1.6340, 3.9801, -0.8771], [0.2040, 2.9694, -2.3734], [-1.4188, 1.1988, -1.8599], [-1.8959, 1.1691, -3.0969], [-1.2440, 2.0990, -3.8411], [-2.9928, 0.3299, -3.5293], [-2.9088, 0.3674, -5.1763], [-1.6539, -0.3213, -5.6661], [-1.2698, -0.3380, -6.9926], [-0.9206, -1.1743, -4.8319], [-0.8820, -1.5336, -3.5710], [-0.1116, -1.9789, -2.7406], [-0.0058, -2.2136, -1.5924], [-0.4134, -3.1715, -0.8373], [0.1576, -3.3694, 0.3941], [0.5900, -2.1927, 1.0311], [0.9135, -1.8980, 2.5027], [0.3666, -3.1396, 3.4334], [0.5948, -2.7910, 4.9200], [1.4100, -1.7527, 5.2751], [1.7835, -1.7915, 6.5943], [1.5443, -2.7179, 7.5321], [1.7052, -3.7296, 7.1576], [0.3819, -2.6376, 7.7285], [1.9239, -2.4716, 8.5280], [2.4083, -0.7251, 7.0902], [2.5780, -0.5404, 8.1100], [1.8142, 0.4218, 6.8127], [3.5340, -0.6147, 6.8483], [1.9163, -1.0141, 4.4802], [1.5316, -0.9355, 2.9735], [1.9221, -0.3674, 2.5067], [2.6428, -0.0472, 4.7376], [0.2534, -3.4133, 5.5464], [-0.1701, -3.8611, 3.2339], [0.9604, -1.2898, 0.3549], [-0.4642, -3.9044, 0.9252], [-0.9376, -4.2249, -1.6907], [-1.8541, -4.5671, -1.3180], [-0.8615, -4.3826, -2.5163], [-0.3297, -5.3276, -1.2806], [-2.6337, -1.4465, -2.9878], [0.1001, -1.4809, -5.5076], [-3.0755, 1.3004, -5.6115], [-3.8484, -0.3176, -5.5883], [-4.1158, 0.5509, -3.2557], [-1.9187, 0.2962, -1.3516], [-1.1262, 0.4483, 0.7935], [0.4246, 1.4770, 2.2101], [2.9847, 4.5680, 0.3855], [3.6094, 4.7205, 2.0852], [2.4898, 6.7564, 1.0658], [1.1759, 5.7934, 0.6113], [0.7400, 5.3780, 3.2868], [2.1522, 6.4576, 3.4867], [0.7089, 7.1424, 2.7318]]
}

***

[4]
{
  "formula": "C26H31N7O4SSbSe4Y",
  "method": "ωB97M-V/def2-TZVPD",
  "gap_ev": [6.0, 6.1],
  "total_charge": 2,
  "lumo_energy_ev": [-7.06, -6.87],
  "e_homo_ev": [-13.02, -12.99],
  "species": ["Y", "C", "N", "C", "C", "C", "C", "C", "C", "N", "C", "C", "C", "C", "C", "C", "N", "C", "C", "C", "C", "C", "N", "H", "H", "H", "H", "H", "H", "H", "H", "H", "H", "H", "H", "H", "H", "H", "H", "H", "H", "C", "C", "S", "O", "O", "C", "C", "N", "C", "N", "C", "C", "N", "O", "O", "C", "H", "H", "H", "H", "H", "H", "H", "H", "H", "H", "H", "H", "H", "Se", "Sb", "Se", "Se", "Se"],
  "positions_angstrom": [[0.4742, 0.1768, 0.3324], [-2.3272, 1.8767, 0.6237], [-1.6094, 0.8963, 1.4656], [-1.2075, 1.5244, 2.7534], [0.0998, 1.0204, 3.3247], [0.1944, 0.5709, 4.6262], [1.4385, 0.1971, 5.1205], [2.5505, 0.2984, 4.3011], [2.3740, 0.7600, 3.0119], [1.1794, 1.1186, 2.5231], [-2.4589, -0.2893, 1.6530], [-2.4008, -1.2255, 0.4700], [-3.1328, -2.4005, 0.5065], [-2.9951, -3.3094, -0.5270], [-2.1421, -3.0099, -1.5827], [-1.4627, -1.8146, -1.5516], [-1.5800, -0.9254, -0.5488], [-1.4173, 2.8577, -0.0736], [-1.9120, 4.0504, -0.5743], [-1.0562, 4.8966, -1.2620], [0.2795, 4.5444, -1.4074], [0.7041, 3.3506, -0.8651], [-0.1349, 2.5106, -0.2346], [-3.0544, 2.4409, 1.2182], [-2.8860, 1.3266, -0.1365], [-2.0059, 1.4301, 3.4939], [-1.0696, 2.5903, 2.5572], [-0.6897, 0.4986, 5.2412], [1.5316, -0.1713, 6.1338], [3.5350, 0.0181, 4.6460], [3.2162, 0.8475, 2.3318], [-3.5020, 0.0040, 1.8243], [-2.1279, -0.8318, 2.5430], [-3.7761, -2.6050, 1.3527], [-3.5389, -4.2440, -0.5085], [-2.0050, -3.6914, -2.4093], [-0.7845, -1.5432, -2.3532], [-2.9515, 4.3111, -0.4288], [-1.4255, 5.8265, -1.6726], [0.9776, 5.1877, -1.9221], [1.7406, 3.0364, -0.9363], [7.9910, 2.6088, -0.3501], [6.5439, 3.0321, -0.5582], [5.4552, 1.6535, -0.8462], [5.6442, 0.6493, 0.1758], [4.1013, 2.1505, -1.0223], [6.0272, 0.9642, -2.4060], [5.3978, -0.3967, -2.7167], [3.9330, -0.3846, -2.5696], [3.2756, -0.8769, -1.5011], [2.0265, -0.4041, -1.4714], [1.8706, 0.3987, -2.5738], [3.0325, 0.4066, -3.2563], [3.2977, 1.1358, -4.4639], [2.4084, 1.8551, -4.8504], [4.3830, 0.9977, -4.9885], [3.8571, -1.8562, -0.5505], [8.5652, 3.4524, 0.0283], [8.4601, 2.2906, -1.2800], [8.0599, 1.8014, 0.3770], [6.3921, 3.7232, -1.3884], [6.1135, 3.4968, 0.3327], [7.1056, 0.8448, -2.3061], [5.8300, 1.6957, -3.1882], [5.7804, -1.1545, -2.0385], [5.6532, -0.6777, -3.7349], [0.9584, 0.9146, -2.8277], [4.0938, -2.7836, -1.0751], [3.1378, -2.0895, 0.2301], [4.7610, -1.4646, -0.0833], [-0.7638, -5.5032, 2.4948], [-0.1662, -3.2739, 3.4885], [1.8046, -3.6719, 4.9876], [-2.0291, -2.4184, 4.6725], [0.7196, -2.1312, 1.4523]]
}

***

no.,electronic energy (eV),molar mass (g/mol)
1,-48316.3187,513.547
2,-85405.6695,728.660
3,-51866.5268,493.633
4,-325875.2405,1064.152